Here is C24H41N6O4V as an isolated structure in a non-equilibrium geometry from the Open Molecules 2025 dataset. Energies are from wB97M-V/def2-TZVPD.

```
76
Properties=species:S:1:pos:R:3:forces:R:3
V 0.198101 -0.232444 -0.073163 0.69 0.93 -0.75
O -0.712957 -1.895701 0.371886 -0.40 -1.03 -0.13
O 1.690357 1.555988 -0.774091 -0.51 0.06 -0.17
O 0.210568 -0.713586 -1.795279 -0.12 -0.51 -1.19
O -0.634565 3.182495 -0.859162 -0.20 0.23 0.15
N -1.231093 0.662318 0.892006 -0.61 0.55 0.65
N 3.392378 -1.701721 0.487513 0.03 -0.26 -0.25
N -3.466175 1.047514 1.717787 -0.11 -0.01 0.29
N 1.568000 -0.484967 1.274813 0.61 -0.12 0.89
N 3.770711 -0.434286 2.257418 0.13 0.07 0.26
N -3.080254 1.184703 -0.449152 0.06 0.02 -0.34
C 0.923716 0.449032 2.226068 0.05 0.01 -0.25
C 1.260142 2.280835 -1.953431 0.27 -0.27 0.07
C -0.627006 0.393664 2.217250 -0.06 -0.07 -0.33
C 3.534210 0.063211 3.618223 0.08 -0.08 -0.19
C 2.836393 -0.849867 1.361352 -0.26 0.20 0.20
C -1.096097 -2.854535 -0.346255 0.05 0.27 0.15
C 2.743045 -2.285060 -0.670947 0.12 0.07 0.22
C -4.743114 1.493677 1.139700 0.15 -0.02 0.04
C -3.323341 1.202756 3.170381 -0.04 0.07 -0.31
C 4.842754 -1.769279 0.656940 -0.15 0.03 0.02
C 2.657878 2.299782 -0.021931 -0.14 -0.07 -0.06
C -1.746583 -4.000153 0.355786 -0.06 -0.09 0.00
C -1.266987 -3.967863 -3.907978 0.03 0.03 -0.13
C -2.467992 1.009580 -1.752497 -0.17 -0.16 0.13
C -1.495835 4.292934 -0.639970 0.06 -0.07 0.10
C -0.279179 -1.789389 -2.444700 0.07 0.21 0.29
C -4.532769 1.292456 -0.353116 0.11 0.03 0.03
C 5.017868 -1.195963 2.055008 -0.13 0.07 0.03
C -0.136305 -1.831904 -3.826236 0.10 0.14 -0.19
C -2.517178 0.951895 0.752238 0.20 -0.08 0.22
C -0.624356 -2.901888 -4.547077 -0.02 -0.08 -0.10
C -1.407167 -3.939619 -2.545064 -0.04 -0.07 0.11
C -0.922451 -2.856884 -1.782216 -0.01 -0.04 0.11
C 0.458713 3.517955 -1.671977 0.01 0.13 0.18
H 1.723674 -2.571057 -0.425848 -0.07 -0.01 0.06
H -2.765483 -4.148915 -0.011315 0.08 0.00 0.02
H 2.738773 -1.618058 -1.529083 -0.01 0.16 -0.12
H 2.200909 3.150947 0.483379 -0.06 0.02 0.02
H 3.105056 1.638580 0.712965 0.00 -0.08 0.01
H -2.960600 1.679744 -2.455515 -0.04 0.02 0.02
H -0.908502 1.150547 2.929838 -0.05 0.24 0.17
H 4.505519 0.185725 4.086167 0.08 -0.02 0.01
H -1.192684 -4.923801 0.170105 -0.05 0.05 0.01
H -5.013511 0.386969 -0.727028 0.00 -0.09 0.01
H -1.646975 -4.803557 -4.480789 0.03 0.05 0.02
H -0.504228 -2.914928 -5.625682 -0.02 0.00 0.11
H 3.280229 -3.189433 -0.940045 0.06 -0.07 -0.01
H 0.128369 3.924838 -2.634007 0.00 0.04 -0.08
H 5.347747 -1.168179 -0.099630 0.01 0.07 -0.07
H 2.956967 -0.640878 4.221740 0.03 -0.02 -0.02
H -2.828402 2.135729 3.444028 0.02 0.04 -0.04
H -2.817531 0.364238 3.628320 0.08 -0.13 0.01
H -1.771980 -3.802279 1.422529 0.00 0.00 0.02
H -1.900326 -4.764796 -2.044935 0.04 0.08 -0.05
H -1.890538 4.680459 -1.581892 -0.01 0.00 -0.07
H -0.973237 5.101829 -0.120392 0.01 -0.02 -0.01
H 5.109240 -1.977722 2.812092 -0.05 -0.03 0.01
H 5.189316 -2.794650 0.572263 0.03 -0.08 0.00
H -5.558380 0.894663 1.534768 -0.05 -0.03 0.03
H -4.928130 2.539081 1.392511 0.03 0.06 0.01
H -1.427065 1.293602 -1.722305 0.08 0.02 0.07
H -0.942298 -0.577335 2.590366 -0.07 -0.18 0.05
H 0.365706 -1.004094 -4.314845 -0.04 -0.08 0.02
H 2.139117 2.580058 -2.522989 0.17 -0.10 -0.09
H 3.057161 1.037512 3.624313 0.00 0.04 -0.05
H -4.886262 2.134868 -0.941681 -0.04 0.05 -0.06
H 1.228948 1.478421 2.025534 0.05 0.05 -0.01
H -4.325137 1.232626 3.585027 -0.10 -0.01 0.00
H -2.572682 -0.012345 -2.125607 -0.06 -0.08 0.03
H 1.188131 0.212932 3.243491 -0.03 -0.10 0.22
H 1.071987 4.286032 -1.190802 0.04 0.10 0.04
H 3.439433 2.660822 -0.688847 0.06 0.01 -0.06
H 0.693094 1.569945 -2.546613 -0.04 -0.10 0.03
H 5.875118 -0.533618 2.131609 0.04 0.03 0.03
H -2.323969 3.949787 -0.021321 0.04 -0.02 -0.01
```
Forces are in eV/Å.

Calculated values
- LUMO level (alpha / beta) (hartree) = -0.2022 / -0.2076
- net charge = +2
- 2S+1 = 3
- ⟨S²⟩ = 2.011
- HOMO-LUMO gap (alpha / beta) (eV) = 8.301 / 8.466
- largest force on an atom (hartree/bohr) = 0.027



Here is C24H41O22PS2 as an isolated structure in a non-equilibrium geometry from the Open Molecules 2025 dataset. Energies are from wB97M-V/def2-TZVPD.

```
90
Properties=species:S:1:pos:R:3:forces:R:3
S -0.323124 2.209627 1.653945 3.93 1.11 -0.32
S -4.308738 -1.267194 0.791600 0.12 -0.29 -1.29
P -5.759925 0.972383 1.500410 -0.62 -0.17 -0.97
O 1.584100 -0.777877 -3.089626 -0.04 -0.16 0.48
O -5.238916 2.411934 0.761060 -0.09 -1.12 1.56
O 3.589596 -5.442310 1.120518 -0.12 -0.13 0.15
O -2.454437 3.732136 -5.773113 0.05 -0.21 0.01
O -2.860770 -1.905402 1.271378 -1.12 1.12 -0.88
O 0.072312 -3.562231 3.214022 -0.05 0.17 0.19
O 2.825314 6.910742 0.408017 0.05 -0.18 -0.44
O -0.318065 3.184577 -6.231468 0.11 0.03 -0.06
O 0.821449 2.291461 2.575625 -2.74 -0.05 -0.53
O 1.869542 -2.257750 -1.411735 -0.02 -0.18 0.11
O 2.018291 -0.043467 -1.025224 -0.02 -0.20 -0.08
O 1.843565 -6.836953 1.077178 0.25 0.28 0.20
O -4.215713 -0.838804 -0.628877 0.19 -0.47 2.26
O 2.733774 -6.223392 3.054762 0.03 0.12 0.00
O -1.417729 3.369445 2.052767 1.00 -1.47 -0.05
O -1.749454 -3.552285 4.542184 -0.15 0.04 -0.04
O 3.454870 5.512783 -1.224648 0.01 0.13 0.11
O 0.303529 -3.241979 5.419940 -0.25 -0.11 -0.41
O 0.133895 2.458236 0.271557 -1.94 -0.56 1.52
O -4.293357 0.130869 1.758347 -0.37 0.39 -0.08
O 3.241610 7.714684 -1.656447 0.02 0.07 -0.09
O -1.666606 1.728595 -5.163578 0.03 0.31 0.01
C -3.685622 0.598710 -4.406220 0.33 -0.26 -0.11
C 1.328450 0.638316 -3.089498 0.18 0.55 -0.68
C -1.520716 0.041091 0.442531 0.45 0.36 0.09
C 1.641662 -7.317551 -1.302102 -0.17 -0.31 0.25
C 2.594232 5.576950 0.882316 0.01 -0.23 1.00
C 3.408658 -5.842842 -0.242798 0.19 0.37 -0.26
C 1.726716 1.274839 -4.398253 0.09 -0.39 -0.22
C -2.923775 1.900741 -4.495081 -0.53 -0.65 0.16
C 3.179519 6.804522 -0.899312 0.00 0.20 -0.05
C 1.424235 -3.143091 3.443222 0.17 -0.17 -0.52
C 1.973251 -6.290846 -0.245067 -0.23 -0.34 -0.72
C 3.511132 4.777155 0.002602 -0.02 -0.36 -0.24
C 2.137611 1.084196 -1.904798 -0.04 0.43 0.28
C 2.895630 5.460681 2.358552 0.02 0.36 0.14
C -0.574210 -3.461529 4.407656 -0.11 -0.05 0.14
C 1.615423 -3.483820 4.889243 0.81 0.24 0.45
C 1.829138 -1.134980 -1.805737 0.01 0.04 -0.16
C -6.414691 1.437211 3.179013 1.11 0.63 -0.17
C -1.374626 2.910688 -5.769711 0.13 0.06 -0.09
C 2.722952 -6.172733 1.865078 -0.09 -0.20 0.16
C 2.657013 -2.642622 5.588582 -0.23 0.16 0.35
C -1.755195 -1.486096 0.460189 1.44 0.96 0.04
C -3.576622 2.947595 -5.356189 -0.22 0.34 0.07
C -1.149051 0.602799 1.855486 -0.89 -0.39 -1.18
H -2.064727 3.425256 1.336081 -0.15 0.08 -0.18
H 1.291251 -5.438182 -0.322790 0.12 0.05 0.05
H 1.739793 1.982687 -1.437615 -0.05 -0.19 0.19
H 1.840021 -4.546050 5.020284 -0.05 0.01 -0.16
H 3.644860 -2.811895 5.159538 -0.05 -0.07 -0.03
H 2.416388 -1.579831 5.516247 -0.01 -0.03 -0.12
H -1.790935 -1.835481 -0.581691 -0.47 -0.10 0.42
H -3.847414 0.171791 -5.397593 -0.04 0.13 -0.02
H 3.170465 3.752585 -0.139779 -0.03 0.08 -0.17
H 2.114442 -3.679651 2.796072 -0.18 -0.04 -0.06
H -4.059824 2.534027 -6.245720 0.03 -0.13 0.09
H -2.357894 0.624075 0.028871 0.22 -0.44 0.11
H 4.113024 -6.649938 -0.462673 -0.13 -0.07 -0.01
H -0.854094 -1.929964 0.923865 -0.59 -0.10 -0.12
H 3.923054 5.759893 2.576227 0.02 -0.06 -0.13
H 3.593073 -5.010568 -0.920125 0.01 0.10 0.22
H 0.256610 0.783956 -2.915705 0.04 -0.03 0.10
H 3.196758 1.234285 -2.132998 -0.06 -0.07 -0.16
H -2.718537 2.284499 -3.489881 0.00 0.09 -0.06
H -5.561612 2.305377 -0.135253 0.02 0.13 -0.35
H 2.247262 6.125950 2.930252 -0.07 -0.10 -0.02
H 4.546938 4.767065 0.353954 -0.07 0.06 0.12
H 1.770600 -6.901713 -2.301692 0.00 0.07 0.05
H -6.904740 2.421770 3.053823 0.33 -0.39 0.08
H 0.609754 -7.653762 -1.194135 0.00 0.10 -0.06
H -5.619818 1.498557 3.946133 -0.49 0.05 -0.26
H 1.150022 0.845908 -5.217353 -0.09 0.15 0.04
H 2.742728 4.439598 2.709535 -0.08 0.00 -0.09
H 1.552743 2.350281 -4.378032 -0.07 -0.04 0.01
H 1.493904 -2.070443 3.234426 0.06 0.00 0.16
H 2.274454 -8.201350 -1.201787 0.09 0.09 0.00
H 1.544219 5.331434 0.693624 0.07 -0.07 -0.10
H 2.779489 1.091239 -4.622565 0.02 0.03 0.17
H -4.293998 3.557571 -4.809514 0.15 0.15 -0.07
H -0.664320 0.213562 -0.238869 -0.34 -0.15 0.36
H -4.651753 0.744824 -3.922268 0.05 0.04 0.03
H -3.117644 -0.136384 -3.834364 -0.09 0.06 0.10
H -0.477456 -0.128898 2.330882 0.05 0.82 0.14
H 2.690804 -2.886835 6.651048 0.07 -0.08 -0.05
H -7.193548 0.722499 3.480317 0.45 0.01 -0.27
H -2.080469 0.735048 2.432925 0.65 0.06 0.00
```
Forces are in eV/Å.

Calculated values
- LUMO level (hartree) = -0.0093
- net charge = 0
- HOMO-LUMO gap (eV) = 9.427
- largest force on an atom (hartree/bohr) = 0.080



Here is C24H42AsN5NaO6Si3Te as an isolated structure from the Open Molecules 2025 dataset. Energies are from wB97M-V/def2-TZVPD.

```
83
Properties=species:S:1:pos:R:3:forces:R:3
Te 0.772819 -2.979135 -1.595540 0.01 -0.02 0.00
As -0.993323 1.217205 0.559808 0.02 0.04 0.00
Si -3.005806 0.043803 0.926358 0.01 0.01 0.01
Si -0.736663 3.010147 2.086502 0.01 0.00 0.02
Si -1.293975 2.233721 -1.523690 -0.01 0.00 0.00
Na 1.286281 -0.508675 1.448718 -0.10 -0.03 -0.11
O 0.417220 -3.046833 4.316531 -0.02 0.01 0.02
O 1.104650 0.038500 3.618508 0.00 -0.01 0.00
O 3.699416 0.174545 1.301741 0.02 0.00 0.00
O -0.127296 -2.186676 2.316480 0.02 -0.01 0.02
O 5.079151 -0.870379 2.588110 0.00 0.01 0.02
O -0.716134 -0.280772 4.907738 0.01 -0.02 0.01
N 4.078161 -0.832920 1.888409 -0.01 0.00 0.00
N 2.329950 -3.838858 2.505603 0.02 0.01 -0.02
N 3.270841 -2.398736 3.998806 -0.01 0.00 0.01
N 1.712142 -4.018201 1.244946 0.01 0.00 0.01
N 3.339637 -1.957084 1.644132 0.01 -0.01 0.03
C -4.487314 0.882114 0.119568 -0.01 0.00 0.00
C 2.461600 -1.730588 -1.723565 0.00 0.01 0.00
C -1.591978 2.682825 3.705683 0.00 0.00 -0.01
C -2.733717 -1.616235 0.110015 0.00 0.00 0.00
C 4.691924 -0.072267 -1.817310 0.00 0.00 0.00
C 0.320393 3.101794 -1.939508 0.00 0.00 -0.01
C 3.422216 0.463470 -1.977789 0.00 0.00 0.00
C -2.040944 -2.237521 -4.824081 0.00 -0.02 -0.02
C -0.057282 -2.422400 -3.459804 -0.02 0.02 0.02
C 4.844984 -1.433618 -1.602668 0.00 0.00 0.00
C 1.110731 3.151107 2.328238 0.00 0.00 0.00
C -2.677111 3.494276 -1.711129 0.00 0.00 0.00
C 3.025727 -2.688952 2.703035 0.00 -0.03 0.00
C 0.114248 -2.092868 3.561020 0.00 -0.01 -0.01
C -3.368313 -0.173093 2.740234 0.01 -0.01 0.00
C -1.430020 -2.589587 -3.629553 0.00 -0.01 -0.01
C 3.733416 -2.264397 -1.562869 0.01 -0.01 0.00
C -1.386219 4.641194 1.402050 0.00 0.00 0.00
C -1.618984 0.873679 -2.773826 0.01 0.01 0.01
C 0.694616 -1.900384 -4.507440 0.00 0.00 0.00
C 0.078537 -1.537760 -5.697708 0.01 0.01 0.00
C -1.289458 -1.703939 -5.861671 -0.01 -0.01 0.01
C 2.307901 -0.360193 -1.916641 0.00 -0.01 -0.01
C 0.150592 -0.649582 4.109058 0.02 0.02 0.00
H -5.390036 0.305176 0.342695 0.00 0.00 0.00
H 2.495811 -2.645864 4.610747 0.00 -0.01 0.00
H -0.884240 4.939174 0.479655 0.00 0.00 0.00
H -2.585264 0.397011 -2.591567 0.00 0.00 0.00
H 0.674763 -1.123127 -6.501561 0.00 0.00 0.00
H -1.302855 3.474930 4.404711 0.00 0.00 0.00
H 1.643386 3.232898 1.377180 0.00 0.00 0.00
H -2.488793 -0.447886 3.325903 -0.01 0.00 0.00
H -3.645556 -2.219782 0.155108 0.00 0.00 0.00
H 0.753858 -3.669655 1.365434 0.00 0.00 -0.01
H 0.278123 3.538915 -2.941124 0.00 0.00 0.00
H -1.633226 1.277165 -3.790594 0.00 0.00 0.00
H 1.676887 -3.991455 3.285580 -0.01 0.00 0.00
H 5.832486 -1.853011 -1.456239 0.00 0.00 0.00
H 1.464742 2.262222 2.857270 0.00 0.00 0.00
H 0.529780 3.904007 -1.228210 0.00 0.00 0.00
H 1.352091 4.031322 2.931571 0.00 0.00 0.00
H -1.933908 -2.140181 0.638805 0.00 0.00 0.00
H -1.767029 -1.416787 -6.789883 0.00 0.00 0.00
H -1.297441 1.724781 4.144639 0.00 0.00 0.00
H -2.440740 -1.504829 -0.937224 0.00 0.01 0.01
H -1.206553 5.423367 2.146103 0.00 0.00 0.00
H -2.741249 3.781956 -2.765514 0.00 0.00 0.00
H 3.297465 1.529517 -2.122038 0.00 0.00 0.00
H -3.643099 3.084886 -1.416097 0.00 0.00 0.00
H -3.110435 -2.366572 -4.936995 0.00 0.00 0.00
H 1.159517 2.405201 -1.904311 0.00 0.00 0.00
H 1.762860 -1.764779 -4.394090 0.01 0.00 0.01
H -4.631696 1.894532 0.502717 0.00 0.00 0.00
H -2.034541 -2.976516 -2.816128 0.01 0.00 -0.01
H -4.108397 -0.972945 2.846052 0.00 0.00 0.00
H 1.698163 -5.013497 1.061919 0.00 0.00 0.00
H -4.386991 0.937005 -0.966223 0.00 0.00 0.00
H -2.460300 4.598404 1.211628 0.00 0.00 0.00
H 1.314825 0.063581 -2.013881 0.00 0.01 0.00
H 5.559272 0.574980 -1.837045 0.00 0.00 0.00
H -2.497272 4.395727 -1.126855 0.00 0.00 0.00
H -0.861159 0.089361 -2.735013 -0.01 0.00 0.00
H 3.679197 -1.496773 4.183685 0.00 0.00 0.00
H -2.678285 2.712174 3.599400 0.00 0.00 0.00
H 3.853779 -3.324637 -1.383632 0.00 0.00 0.00
H -3.790561 0.733257 3.176956 0.00 0.00 0.00
```
Forces are in eV/Å.

Calculated values
- energy relative to the best compared isomer or geometry (same formula, charge and spin) (kcal per mole) = 0.0
- LUMO level (hartree) = 0.0772
- net charge = -1
- HOMO-LUMO gap (eV) = 7.134
- largest force on an atom (hartree/bohr) = 0.003